Entry 1:
Density functional theory data (the ωB97M-V functional and the def2-TZVPD basis) for a cluster of 2 separate species, C10H30N7O3P2 in total at a distorted geometry.

Computed properties:
Total energy (Ha): -1690.56933
Multiplicity: 1
Charge: +1
Highest occupied orbital energy (Ha): -0.393
Largest force on an atom (Eh/bohr): 0.0891

Geometry (Å):
N 6.5659 2.2268 1.0142
P 6.2265 2.8646 -0.3407
O 6.7834 4.3563 -0.4619
O 6.8268 2.0284 -1.5588
C 4.3885 2.8414 -0.5340
C 3.6856 4.0197 -1.2219
C 2.1966 3.8961 -0.9248
N 1.6831 2.5075 -1.1383
C 2.5476 1.4939 -0.9204
N 2.1745 0.3491 -0.4250
N 3.9089 1.6175 -1.2661
H 7.0834 2.8328 1.6378
H 6.2341 4.9936 -0.9314
H 6.2016 1.4732 -2.0368
H 3.9975 2.7749 0.4820
H 4.0576 4.9884 -0.8898
H 3.8724 3.9604 -2.2987
H 1.6419 4.5793 -1.5649
H 2.0064 4.2278 0.0972
H 0.8955 2.3782 -0.5080
H 2.8844 -0.3335 -0.1972
H 1.2022 0.0578 -0.3318
H 3.8934 1.8763 -2.2539
O -1.0060 -1.6785 -0.2023
P -2.4301 -1.9753 0.1018
N -2.8351 -0.8496 1.3138
C -3.9033 -1.0007 2.2850
C -2.5617 0.5457 1.0092
N -2.3507 -3.5847 0.7173
C -2.5468 -3.8742 2.1313
C -1.1784 -4.3150 0.2329
N -3.8698 -2.1811 -0.6850
C -4.3587 -1.0507 -1.4748
C -4.8132 -3.2839 -0.5452
H -4.9071 -0.8458 1.8639
H -3.7670 -0.2580 3.0726
H -3.8822 -1.9621 2.7761
H -3.3115 0.9959 0.3452
H -1.5867 0.6398 0.5279
H -2.5337 1.1337 1.9287
H -1.8849 -3.2959 2.7883
H -2.3547 -4.9339 2.3040
H -3.5805 -3.7204 2.4339
H -0.2664 -4.0642 0.7870
H -0.9952 -4.1120 -0.8196
H -1.3619 -5.3859 0.3390
H -5.0789 -0.4438 -0.9155
H -4.8404 -1.3974 -2.3891
H -3.5325 -0.4037 -1.7767
H -5.4039 -3.1899 0.3699
H -4.3161 -4.2470 -0.5544
H -5.5006 -3.2720 -1.3921

=====

Entry 2:
Density functional theory data (the ωB97M-V functional and the def2-TZVPD basis) for a structure of composition C10H30O2P2SiSn at a distorted geometry.

Computed properties:
Total energy (Ha): -1735.90357
Multiplicity: 1
Charge: 0
Relative energy (zero: lowest compared OMol25 entry of this formula, charge and spin) (eV): 0.000
Highest occupied orbital energy (spin up / spin down) (Ha): -0.136 / -0.136
Largest force on an atom (Eh/bohr): 0.0869

Geometry (Å):
Sn -0.3197 -0.1474 -0.3038
Si -0.3693 -2.7582 -0.7492
P 2.9954 -0.1747 0.3317
P -2.8609 0.2348 0.0479
H 1.3063 1.0596 -2.8220
C 3.9321 1.3582 0.3269
H 5.0099 1.1733 0.2171
H 3.7423 1.9111 1.2587
H 3.5835 1.9837 -0.5125
C 3.0779 -0.9932 -1.2613
H 4.1260 -1.1430 -1.5564
H 2.5832 -0.3800 -2.0335
H 2.5753 -1.9727 -1.2215
C 3.4626 -1.3345 1.6207
H 4.5271 -1.5974 1.5672
H 2.8790 -2.2606 1.5303
H 3.2696 -0.9054 2.6093
C -3.3270 1.9797 0.1440
H -4.4214 2.0603 0.1110
H -2.8878 2.5245 -0.7014
H -2.9522 2.4140 1.0792
C -3.5895 -0.3930 -1.5010
H -4.6628 -0.1704 -1.4734
H -3.4397 -1.4745 -1.5968
H -3.1388 0.1096 -2.3654
C -3.6190 -0.6785 1.4070
H -4.7108 -0.6295 1.2989
H -3.3217 -0.2236 2.3611
H -3.2932 -1.7270 1.3932
C -0.3024 -2.8892 -2.6348
H 0.5724 -2.3526 -3.0297
H -1.2152 -2.4803 -3.0919
H -0.2151 -3.9433 -2.9326
H 0.8443 -3.4254 -0.1698
H -1.5671 -3.5037 -0.2340
C 0.3477 1.6134 -2.8441
O -0.3228 1.3532 -1.6332
C 0.6684 3.1127 -2.9104
H 0.5792 3.4849 -3.9389
H 1.7051 3.2847 -2.5867
H 0.0022 3.7041 -2.2606
C -0.4460 1.1237 -4.0440
H -1.4054 1.6558 -4.1358
H -0.6432 0.0457 -4.0026
H 0.1316 1.3250 -4.9534
O 1.5245 0.2564 0.6292

=====

Entry 3:
Density functional theory data (the ωB97M-V functional and the def2-TZVPD basis) for a cluster of 5 separate species, C10H30O5 in total at a distorted geometry.

Computed properties:
Total energy (Ha): -775.09526
SMILES: CCO.CCO.CCO.CCO.CCO
Multiplicity: 1
Charge: 0
Relative energy (zero: lowest compared OMol25 entry of this formula, charge and spin) (eV): 1.776
Highest occupied orbital energy (Ha): -0.351
Largest force on an atom (Eh/bohr): 0.0605

Geometry (Å):
C 26.1469 -14.3582 -33.8709
C 25.1276 -14.0044 -32.8063
O 25.7609 -12.9912 -31.8653
H 26.7680 -13.5474 -34.2517
H 25.5920 -14.7692 -34.7142
H 26.8907 -15.0940 -33.5650
H 24.7185 -14.8948 -32.3289
H 24.1946 -13.6701 -33.2600
H 25.8757 -12.1862 -32.3755
C 19.7241 -12.3864 -30.1757
C 20.8327 -12.2685 -31.2534
O 20.3018 -12.3430 -32.5214
H 18.9751 -13.1367 -30.4290
H 19.2611 -11.4041 -30.0814
H 20.2107 -12.5574 -29.2155
H 21.4649 -13.1196 -31.0001
H 21.3754 -11.3362 -31.0972
H 19.8326 -11.5390 -32.7560
C 30.8311 -9.9698 -32.0797
C 29.4718 -10.4361 -32.5107
O 29.1656 -9.5424 -33.5916
H 31.6223 -9.9611 -32.8294
H 31.1367 -10.5965 -31.2418
H 30.8407 -8.9730 -31.6388
H 28.8677 -10.1642 -31.6451
H 29.4034 -11.4776 -32.8248
H 29.4893 -8.6595 -33.3983
C 24.1562 -10.7038 -33.0412
C 25.5458 -10.0765 -32.9589
O 26.6249 -10.8876 -33.4633
H 23.4875 -9.8689 -32.8315
H 23.9769 -11.5803 -32.4185
H 23.8893 -11.1090 -34.0172
H 25.8071 -9.7912 -31.9399
H 25.5103 -9.1785 -33.5757
H 27.4072 -10.3348 -33.5265
C 23.6602 -11.9124 -37.5674
C 23.5631 -13.4038 -37.8929
O 23.1597 -14.1516 -36.7682
H 22.6755 -11.6642 -37.1712
H 23.7922 -11.3415 -38.4866
H 24.4008 -11.6755 -36.8035
H 24.4958 -13.8206 -38.2727
H 22.7964 -13.6097 -38.6398
H 22.2105 -14.1699 -36.6259

=====

Entry 4:
Density functional theory data (the ωB97M-V functional and the def2-TZVPD basis) for a cluster of 5 separate species, C10H30O5S5 in total at a distorted geometry.

Computed properties:
Total energy (Ha): -2765.95316
Multiplicity: 1
Charge: 0
Relative energy (zero: lowest compared OMol25 entry of this formula, charge and spin) (eV): 0.414
Highest occupied orbital energy (Ha): -0.308
Largest force on an atom (Eh/bohr): 0.0536

Geometry (Å):
C 16.9487 6.9753 11.4242
S 17.1635 8.4141 12.4838
O 16.4886 9.6130 11.8096
C 18.9411 8.6348 12.1127
H 17.6747 7.0874 10.6284
H 15.9316 6.9862 11.0251
H 17.1296 6.1088 12.0003
H 19.0453 8.9902 11.0889
H 19.3257 7.5947 12.1897
H 19.4768 9.2583 12.8465
C 8.3443 15.3453 7.2832
S 9.9289 15.9860 7.7478
O 9.7382 17.2408 8.5612
C 10.3216 14.6793 8.9278
H 7.7635 16.0122 6.6363
H 7.7623 15.2023 8.1820
H 8.3228 14.3469 6.7556
H 11.3218 14.8333 9.2285
H 10.2453 13.6551 8.5082
H 9.7023 14.7732 9.8141
C 13.3815 18.5970 10.1446
S 14.2518 17.4388 9.0526
O 13.6031 16.1490 9.4709
C 13.5313 17.9632 7.4633
H 13.2653 18.1852 11.1591
H 12.3998 18.8548 9.6982
H 13.9618 19.5277 10.2290
H 13.8099 18.9772 7.2146
H 12.4037 17.8741 7.4901
H 13.8990 17.2826 6.7228
C 12.0673 8.2613 6.3262
S 13.2430 7.5606 7.5154
O 13.1471 6.0644 7.2993
C 14.7346 8.0255 6.5821
H 12.2320 7.6710 5.4235
H 12.2536 9.3330 6.2288
H 11.0522 8.0850 6.6932
H 14.6423 7.6288 5.5296
H 15.6081 7.6645 7.0771
H 14.8269 9.1105 6.5662
C 13.1142 13.6161 7.4567
S 13.5389 11.9848 8.1022
O 13.4359 11.0551 6.9235
C 15.2629 12.4994 8.4242
H 13.8032 14.0724 6.7238
H 12.8927 14.3103 8.2516
H 12.1580 13.4466 6.9012
H 15.7632 12.6954 7.4267
H 15.8319 11.7442 8.8854
H 15.1771 13.4178 8.9557